Below is a 2-piece molecular cluster, C15H30N2O7 overall in a non-equilibrium geometry, with properties calculated with wB97M-V/def2-TZVPD.

Output
SMILES: CO[C@@H]1O[C@@H](C)[C@H](O)[C@@H](O)[C@H]1O.CNC(=O)[C@@H](NC(C)=O)C(C)C
DFT total energy: -1225.75703 a.u.
gap between HOMO and LUMO: 9.553 eV
spin multiplicity: 1
total charge: 0

Atoms and positions in Å:
1 C 0.66 2.04 -1.04
2 O 0.43 1.00 -1.99
3 C 1.39 -0.07 -1.93
4 O 2.73 0.43 -2.07
5 C 3.00 1.07 -3.33
6 C 4.43 1.59 -3.30
7 C 2.78 0.07 -4.48
8 O 2.95 0.70 -5.75
9 C 1.36 -0.50 -4.42
10 O 1.24 -1.56 -5.39
11 C 1.05 -1.10 -3.04
12 O 1.79 -2.33 -2.88
13 H 1.06 1.65 -0.10
14 H 1.37 2.78 -1.44
15 H -0.28 2.56 -0.83
16 H 1.30 -0.56 -0.96
17 H 2.32 1.93 -3.48
18 H 4.68 2.08 -4.24
19 H 4.56 2.31 -2.48
20 H 5.13 0.76 -3.14
21 H 3.50 -0.74 -4.37
22 H 2.60 0.11 -6.44
23 H 0.64 0.30 -4.64
24 H 1.57 -2.37 -4.96
25 H -0.02 -1.32 -2.98
26 H 1.66 -2.70 -1.99
27 C -2.98 -3.43 4.59
28 N -2.11 -2.48 3.89
29 C -2.56 -1.48 3.12
30 O -3.76 -1.29 2.94
31 C -1.51 -0.55 2.50
32 N -1.73 -0.27 1.06
33 C -2.68 0.40 0.41
34 C -3.62 1.36 1.12
35 O -2.76 0.29 -0.80
36 C -1.24 0.71 3.35
37 C -0.90 0.37 4.81
38 C -0.07 1.53 2.78
39 H -3.81 -2.90 5.05
40 H -3.38 -4.15 3.87
41 H -2.42 -3.96 5.36
42 H -1.12 -2.57 4.02
43 H -0.58 -1.12 2.53
44 H -1.15 -0.79 0.41
45 H -4.12 0.88 1.95
46 H -3.06 2.23 1.47
47 H -4.38 1.69 0.41
48 H -2.13 1.34 3.37
49 H -1.76 -0.10 5.30
50 H -0.67 1.28 5.35
51 H -0.04 -0.30 4.85
52 H -0.33 1.90 1.79
53 H 0.83 0.91 2.72
54 H 0.12 2.39 3.42

Below is a 2-piece molecular cluster, C15H30N3O5P overall in a non-equilibrium geometry, with properties calculated with wB97M-V/def2-TZVPD.

Output
SMILES: CC1=C(CCCCO)C(=O)OC1=O.CN(C)P(=O)(N(C)C)N(C)C
DFT total energy: -1471.31023 a.u.
gap between HOMO and LUMO: 7.944 eV
ΔE to the lowest compared entry with this formula, charge and spin: 228.3 kJ/mol
spin multiplicity: 1
total charge: 0

Atoms and positions in Å:
1 C 0.38 -2.82 0.38
2 C -0.12 -4.11 -0.23
3 C 0.40 -4.77 -1.27
4 C 1.59 -4.48 -2.16
5 C 1.72 -3.01 -2.61
6 C 0.74 -2.61 -3.76
7 C -0.24 -1.45 -3.39
8 O -1.59 -1.78 -3.76
9 C -0.44 -6.02 -1.43
10 O -0.38 -6.85 -2.25
11 O -1.37 -6.13 -0.40
12 C -1.31 -4.91 0.25
13 O -2.09 -4.60 1.05
14 H 0.24 -1.95 -0.26
15 H 1.47 -2.95 0.51
16 H -0.03 -2.68 1.39
17 H 1.43 -5.08 -3.07
18 H 2.52 -4.86 -1.73
19 H 2.74 -2.89 -2.99
20 H 1.61 -2.27 -1.81
21 H 0.16 -3.44 -4.18
22 H 1.36 -2.21 -4.58
23 H -0.01 -0.54 -3.96
24 H -0.17 -1.16 -2.33
25 H -1.90 -2.44 -3.13
26 C 1.83 3.88 1.84
27 N 1.25 2.85 1.00
28 C 1.94 2.84 -0.28
29 P -0.42 2.40 0.94
30 O -0.21 1.00 0.38
31 N -0.94 1.87 2.51
32 C -0.03 1.81 3.63
33 C -1.80 0.69 2.50
34 N -0.95 4.04 1.32
35 C -2.22 4.22 2.06
36 C -1.09 4.84 0.08
37 H 1.63 4.89 1.48
38 H 2.91 3.75 1.88
39 H 1.49 3.82 2.87
40 H 1.82 3.79 -0.82
41 H 1.57 2.05 -0.93
42 H 3.01 2.67 -0.14
43 H 0.90 1.28 3.40
44 H -0.50 1.32 4.49
45 H 0.20 2.82 3.99
46 H -1.22 -0.24 2.43
47 H -2.50 0.71 1.67
48 H -2.40 0.65 3.42
49 H -3.04 3.67 1.61
50 H -2.49 5.28 2.09
51 H -2.12 3.92 3.10
52 H -1.90 4.46 -0.56
53 H -0.17 4.80 -0.51
54 H -1.27 5.89 0.31

Below is a 3-piece molecular cluster, C15H30N5O overall in a non-equilibrium geometry, with properties calculated with wB97M-V/def2-TZVPD.

Output
DFT total energy: -938.32618 a.u.
gap between HOMO and LUMO: 9.215 eV
ΔE to the lowest compared entry with this formula, charge and spin: 35.2 kJ/mol
spin multiplicity: 1
total charge: +1

Atoms and positions in Å:
1 C -0.04 -0.07 1.22
2 C -0.71 -1.29 0.66
3 O 0.35 -2.17 0.27
4 C -1.64 -0.98 -0.51
5 C -0.84 -0.62 -1.73
6 C -1.47 0.34 -2.73
7 C -0.36 0.78 -3.64
8 N 0.46 -0.38 -4.14
9 C 0.61 -1.37 -3.31
10 N 1.78 -2.00 -3.17
11 N -0.46 -1.84 -2.54
12 H 0.59 -0.33 2.05
13 H -0.78 0.66 1.55
14 H 0.60 0.43 0.50
15 H -1.26 -1.76 1.45
16 H -0.02 -2.87 -0.29
17 H -2.32 -0.19 -0.19
18 H -2.25 -1.86 -0.71
19 H 0.11 -0.16 -1.43
20 H -2.26 -0.15 -3.29
21 H -1.92 1.20 -2.25
22 H 0.30 1.44 -3.10
23 H -0.79 1.27 -4.50
24 H 1.40 -0.03 -4.31
25 H 2.65 -1.52 -2.97
26 H 1.76 -3.00 -3.21
27 H -1.22 -1.98 -3.20
28 C 6.22 0.47 -0.64
29 C 5.18 0.49 0.48
30 C 3.83 -0.10 0.05
31 C 3.19 0.69 -1.00
32 N 2.67 1.32 -1.81
33 H 5.90 1.09 -1.48
34 H 7.17 0.86 -0.28
35 H 6.38 -0.54 -1.00
36 H 5.04 1.51 0.84
37 H 5.55 -0.10 1.32
38 H 3.16 -0.15 0.91
39 H 3.96 -1.13 -0.29
40 C -5.61 1.40 3.98
41 C -4.21 1.53 4.58
42 C -3.09 1.31 3.56
43 C -3.09 -0.06 3.03
44 N -3.10 -1.13 2.61
45 H -5.78 0.40 3.59
46 H -6.37 1.61 4.73
47 H -5.74 2.11 3.16
48 H -4.11 0.82 5.41
49 H -4.10 2.53 5.01
50 H -2.13 1.49 4.03
51 H -3.19 2.02 2.74

Number 2 is which compound? C15H30N3O5P